No. 1
C5H8N | the ωB97M-V functional and the def2-TZVPD basis

Geometry as XYZ:
```
14
Properties=species:S:1:pos:R:3:forces:R:3
H -1.603 1.791 -0.487 -0.38 -1.60 0.75
H -0.393 0.534 -2.301 -0.65 -0.11 -1.82
H -1.933 0.146 -0.772 -2.71 -1.48 -1.19
H -1.352 0.221 1.870 -0.23 0.61 -1.45
C -0.123 0.714 -1.315 2.82 1.86 1.95
H 0.468 1.780 -1.220 -1.43 -2.50 -0.36
H 1.639 -0.656 -1.250 -1.29 -0.04 1.12
H 2.256 -1.489 1.162 1.43 -0.31 -0.41
C -0.842 0.249 0.881 2.37 -1.79 1.91
C 0.706 -0.355 -0.683 1.38 0.90 -0.75
C 0.369 -0.513 0.667 -0.23 0.18 -1.71
N -1.304 0.777 -0.413 1.80 3.06 1.09
C 1.254 -1.430 1.434 -3.74 1.10 1.98
H 0.855 -1.767 2.426 0.86 0.10 -1.11
```
Forces are in eV/Å.

Calculated values
Kohn-Sham gap (alpha / beta) = 7.032 / 7.732 eV
Net charge = +1
Largest force on an atom = 4.38 eV/Å



No. 2
C5H8N | the ωB97M-V functional and the def2-TZVPD basis

Geometry as XYZ:
```
14
Properties=species:S:1:pos:R:3:forces:R:3
H 0.284 0.689 1.994 -1.29 -0.16 2.34
C 0.109 -2.131 -0.745 -3.35 2.31 -0.09
N -0.860 -1.476 -1.124 2.06 -1.67 0.52
C -0.766 0.745 -0.291 -1.04 0.35 0.74
H 1.922 0.046 1.690 1.35 -1.03 0.65
H -0.638 1.757 -0.731 -0.47 -0.49 -0.72
H -2.468 -0.232 -1.500 -0.33 -0.07 0.13
H -1.402 1.014 0.610 0.59 -0.47 -0.72
H 1.367 0.105 -0.653 -0.99 0.25 -0.07
C 1.122 0.638 1.399 -0.74 2.02 -1.97
H 0.824 -2.876 -0.969 0.74 -0.32 -0.46
C -1.511 -0.351 -1.030 0.92 0.76 -0.26
H 1.435 1.688 1.271 0.49 0.07 0.48
C 0.581 0.385 0.079 2.08 -1.53 -0.56
```
Forces are in eV/Å.

Calculated values
Kohn-Sham gap (alpha / beta) = 6.122 / 8.116 eV
Net charge = +1
Largest force on an atom = 4.07 eV/Å